Below is a single C26H30N4O6 molecule at a distorted geometry, with properties calculated with ωB97M-V with the def2-TZVPD basis set.

XYZ file:
```
66
Properties=species:S:1:pos:R:3:nbo_charge:R:1
C -2.6927 -0.9090 1.6393 -0.2706
H -1.9915 -1.0309 2.4693 0.1993
O -2.1461 -1.3466 0.4136 -0.5646
C -1.8871 -2.7260 0.3375 -0.0644
C -0.6904 -3.1734 1.2001 -0.2589
N 0.4329 -2.3010 0.9705 -0.6377
C 0.7200 -1.3026 1.8206 0.6903
O 0.2860 -1.2128 2.9550 -0.6474
C 1.6246 -0.2099 1.2270 -0.1449
N 0.7911 0.5984 0.3283 -0.4238
C 0.5707 0.1887 -0.9349 0.7180
O 0.9274 -0.9168 -1.3293 -0.6732
C -0.0894 1.1373 -1.9217 -0.4913
H -0.2402 2.1390 -1.5304 0.2395
H 0.5973 1.1952 -2.7698 0.2423
C -1.4151 0.5447 -2.4044 -0.4877
C -2.5577 0.8303 -1.4450 0.7205
O -2.5322 1.7255 -0.6279 -0.6392
N -3.6337 0.0233 -1.6593 -0.6014
C -4.8215 -0.0514 -0.9431 0.3691
N -5.5424 -1.1285 -1.2390 -0.4607
C -6.6956 -1.3048 -0.6188 0.0511
C -7.1947 -0.4236 0.3251 -0.2878
C -6.4433 0.7055 0.6221 -0.1508
C -5.2366 0.9086 -0.0200 -0.2859
H -4.6262 1.7722 0.1792 0.2553
H -6.7971 1.4241 1.3469 0.2185
H -8.1400 -0.6103 0.8092 0.2203
H -7.2378 -2.1988 -0.8986 0.1942
H -3.5274 -0.7547 -2.2973 0.4163
H -1.6893 0.9829 -3.3684 0.2354
H -1.2966 -0.5317 -2.5375 0.2363
C 0.1972 1.7779 0.9433 -0.2865
C 1.1506 2.9279 0.9208 0.2656
C 1.9877 3.4278 1.8752 -0.3013
C 2.7062 4.4841 1.2627 -0.3130
C 2.2582 4.5426 -0.0189 0.0872
O 1.3201 3.6063 -0.2371 -0.4112
H 2.5142 5.1805 -0.8415 0.2036
H 3.4496 5.1062 1.7165 0.2301
H 2.0749 3.0956 2.8895 0.2309
H -0.0432 1.5286 1.9797 0.2373
H -0.7361 2.0297 0.4363 0.2735
C 2.8971 -0.6865 0.5685 -0.0668
C 3.4417 -1.9356 0.8436 -0.1831
C 4.6338 -2.3241 0.2709 -0.2523
C 5.3188 -1.4713 -0.5943 0.3069
C 4.7895 -0.2131 -0.8568 -0.3205
C 3.5961 0.1687 -0.2708 -0.1193
H 3.2045 1.1538 -0.4810 0.2030
H 5.2948 0.4803 -1.5105 0.2169
O 6.4824 -1.9552 -1.1122 -0.4938
C 7.2121 -1.1422 -1.9977 -0.2511
H 8.0823 -1.7291 -2.2879 0.1994
H 7.5456 -0.2179 -1.5143 0.1745
H 6.6288 -0.8952 -2.8907 0.1754
H 5.0593 -3.2931 0.4779 0.2228
H 2.9330 -2.6088 1.5162 0.2220
H 1.9079 0.4494 2.0571 0.2397
H 0.7321 -2.1649 0.0043 0.4406
H -0.9345 -3.1218 2.2637 0.2284
H -0.4266 -4.2016 0.9392 0.2017
H -1.6546 -2.9080 -0.7158 0.1835
H -2.7795 -3.3062 0.6149 0.1732
H -3.6216 -1.4472 1.8642 0.1660
H -2.9088 0.1491 1.5062 0.2005
```

Properties
SMILES   COCCNC(=O)[C@@H](c1ccc(OC)cc1)N(Cc1ccco1)C(=O)CCC(=O)Nc1ccccn1
Highest occupied orbital energy   -8.188 eV
Gap between HOMO and LUMO   0.3285 hartree
E   -1679.25840 a.u.

=====

Below is a single C22H25N3O5S molecule at a distorted geometry, with properties calculated with ωB97M-V with the def2-TZVPD basis set.

XYZ file:
```
56
Properties=species:S:1:pos:R:3:nbo_charge:R:1
C -6.1571 1.2539 1.7245 -0.6324
C -5.2521 0.0769 1.9227 -0.0385
C -5.6449 -0.9962 2.7118 -0.1957
C -4.8242 -2.0953 2.8897 -0.1959
C -3.5860 -2.1428 2.2734 -0.2135
C -3.1716 -1.0814 1.4904 -0.2035
C -3.9956 0.0224 1.3191 0.2035
N -3.5371 1.0984 0.5120 -0.4843
C -3.4070 1.0357 -0.8338 0.6660
O -3.6982 0.0961 -1.5375 -0.5982
C -2.8066 2.3668 -1.2873 -0.5148
H -2.1248 2.2380 -2.1268 0.2426
C -2.1521 2.9186 -0.0225 -0.3048
H -2.1427 4.0088 0.0159 0.2472
C -0.7095 2.4598 0.1984 0.6898
O 0.1111 3.1887 0.7056 -0.5919
N -0.4761 1.1693 -0.1764 -0.6389
C 0.6912 0.4181 -0.0450 0.2546
C 0.6917 -0.8664 -0.5955 -0.2623
C 1.8156 -1.6630 -0.4975 -0.1830
C 2.9367 -1.1811 0.1526 -0.3607
C 2.9411 0.0791 0.7193 -0.1776
C 1.8229 0.8871 0.6214 -0.2614
H 1.8169 1.8733 1.0543 0.2622
H 3.8200 0.4103 1.2493 0.2416
S 4.4105 -2.2005 0.2418 2.3379
O 5.1455 -1.8208 1.4109 -0.9390
O 4.0133 -3.5656 0.0647 -0.9411
N 5.3626 -1.8131 -1.0618 -0.6759
C 6.0836 -0.5624 -1.0541 -0.2601
H 6.2116 -0.2679 -0.0134 0.2387
C 5.3398 0.5099 -1.8585 -0.0880
H 5.9640 1.3952 -1.9895 0.1996
O 5.0394 0.0510 -3.1597 -0.5246
C 4.2392 -1.1109 -3.1265 -0.0872
H 4.0673 -1.3868 -4.1682 0.1992
C 4.9468 -2.2440 -2.3750 -0.2600
H 4.2965 -3.1076 -2.2432 0.2375
H 5.8400 -2.5454 -2.9340 0.2055
H 3.2748 -0.8838 -2.6452 0.1669
H 4.4095 0.7932 -1.3424 0.1687
H 7.0678 -0.7347 -1.5047 0.2051
H 1.8351 -2.6616 -0.9039 0.2451
H -0.1907 -1.2348 -1.1001 0.2205
H -1.2321 0.6707 -0.6269 0.4067
C -3.0391 2.3286 1.0915 -0.1929
H -2.4814 2.1206 2.0087 0.2188
H -3.8617 3.0118 1.3330 0.1981
H -3.6226 3.0137 -1.6166 0.2473
H -2.2058 -1.1060 1.0076 0.2105
H -2.9435 -3.0002 2.4014 0.2196
H -5.1546 -2.9185 3.5049 0.2168
H -6.6149 -0.9693 3.1868 0.2110
H -6.0895 1.6228 0.7029 0.2217
H -7.1883 0.9778 1.9287 0.2249
H -5.8848 2.0637 2.4026 0.2187
```

Properties
SMILES   Cc1ccccc1N1C[C@@H](C(=O)Nc2ccc(S(=O)(=O)N3CCOCC3)cc2)CC1=O
Highest occupied orbital energy   -8.861 eV
Gap between HOMO and LUMO   0.3421 hartree
E   -1792.02353 a.u.